w) # C5H14N3

A gas-phase ion, C5H14N3 (charge +1) (ωB97M-V/def2-TZVPD, OMol25).

The charge is +1. The value obtained for the HOMO energy is -12.23 eV.

Last column: Löwdin charge in e.
Element x y z (Å)
H1 0.671 -2.097 3.533  0.05
N1 -0.331 -2.221 3.399  0.10
C1 -0.831 -1.579 2.438  -0.32
N2 -0.147 -0.817 1.494  -0.04
C2 -0.816 0.373 1.002  -0.21
C3 0.055 1.208 0.068  -0.13
C4 -0.017 0.827 -1.418  -0.27
C5 -0.293 -0.680 -1.597  -0.03
N3 1.367 1.109 -2.042  0.22
H2 -1.906 -1.663 2.324  0.12
H3 0.849 -0.756 1.661  0.13
H4 -1.748 0.099 0.510  0.13
H5 -1.048 1.030 1.813  0.12
H6 -0.180 2.241 0.186  0.11
H7 1.100 1.216 0.413  0.12
H8 -0.719 1.357 -2.045  0.15
H9 -1.338 -0.864 -1.836  0.10
H10 0.042 -1.291 -0.767  0.08
H11 0.197 -1.078 -2.483  0.08
H12 1.382 1.971 -2.599  0.18
H13 1.636 0.408 -2.734  0.16
H14 2.076 1.207 -1.320  0.16



x) # C5H14N3

2 unconnected molecules or ions with the total composition C5H14N3 (ωB97M-V/def2-TZVPD, OMol25).

The charge is +1. The value obtained for the HOMO energy is -13.17 eV.

Last column: Löwdin charge in e.
Element x y z (Å)
C1 3.171 0.787 -0.572  -0.06
C2 1.667 0.623 -0.103  -0.24
C3 1.281 -0.803 0.132  -0.18
C4 -0.197 -0.929 0.623  -0.26
C5 -1.050 -1.661 -0.227  0.19
N1 -2.511 -1.877 0.190  0.14
N2 -0.548 -0.117 1.620  0.32
N3 -2.257 2.336 -0.186  0.02
H1 3.748 -0.033 -0.247  0.06
H2 3.103 0.678 -1.666  0.08
H3 3.501 1.767 -0.361  0.06
H4 1.011 1.197 -0.830  0.12
H5 1.344 -1.399 -0.697  0.08
H6 1.902 -1.220 0.841  0.11
H7 -0.575 -2.509 -0.715  0.14
H8 -3.272 -1.572 -0.357  0.09
H9 -2.582 -2.866 0.334  0.10
H10 -1.510 -0.251 1.871  0.07
H11 -2.443 1.638 0.532  -0.02
H12 -2.416 1.822 -1.079  0.02
H13 1.376 1.182 0.989  0.17
H14 -2.744 3.208 -0.093  0.01



y) # C5H14N3

A gas-phase ion, C5H14N3 (charge +1) (ωB97M-V/def2-TZVPD, OMol25).

The charge is +1. The value obtained for the HOMO energy is -12.95 eV.

Last column: Löwdin charge in e.
Element x y z (Å)
C1 1.333 0.991 2.345  -0.10
N1 0.222 0.689 1.447  -0.16
C2 0.117 -0.799 1.247  -0.14
C3 0.611 -1.246 -0.190  -0.07
N2 -0.270 -0.506 -1.083  -0.14
C4 -1.292 -1.219 -1.866  0.06
C5 -0.130 0.744 -1.078  -0.20
N3 -0.809 1.628 -1.801  0.17
H1 2.201 0.433 1.967  0.09
H2 1.692 2.017 2.165  0.09
H3 1.044 0.750 3.376  0.10
H4 -0.607 1.060 1.853  0.10
H5 -0.979 -1.111 1.316  0.15
H6 0.706 -1.349 1.831  0.06
H7 1.573 -0.856 -0.469  0.13
H8 0.412 -2.300 -0.457  0.14
H9 -2.173 -0.634 -1.821  0.10
H10 -0.898 -1.434 -2.736  0.06
H11 -1.405 -2.156 -1.397  0.09
H12 0.677 1.241 -0.374  0.19
H13 -1.323 1.410 -2.654  0.13
H14 -0.702 2.646 -1.621  0.15



z) # C5H14N3

2 unconnected molecules or ions with the total composition C5H14N3 (ωB97M-V/def2-TZVPD, OMol25).

The charge is +1. The value obtained for the HOMO energy is -13.35 eV.

Last column: Löwdin charge in e.
Element x y z (Å)
C1 -2.094 -1.583 1.269  -0.08
C2 -1.316 -0.684 0.356  -0.28
C3 -0.039 -1.412 0.052  -0.17
C4 1.061 -0.390 -0.084  -0.33
C5 1.894 -0.378 -1.184  0.09
N1 2.705 0.707 -1.506  0.20
N2 0.995 0.459 0.899  0.27
N3 -1.096 2.732 0.085  0.03
H1 -2.141 -2.547 0.779  0.08
H2 -3.068 -1.222 1.523  0.08
H3 -1.480 -1.651 2.131  0.08
H4 -1.818 -0.386 -0.578  0.13
H5 -0.268 -2.127 -0.774  0.14
H6 0.257 -2.056 0.902  0.14
H7 1.944 -1.163 -1.948  0.17
H8 2.283 1.558 -1.841  0.14
H9 3.534 0.457 -2.018  0.13
H10 1.816 1.084 0.897  0.11
H11 -1.022 3.642 -0.340  0.01
H12 -0.591 2.728 0.952  0.00
H13 -0.982 0.204 0.923  0.08
H14 -0.574 2.029 -0.494  0.00



Which structure wins on stability? w) wins.



w) # C2H7FN2S

2 unconnected molecules or ions with the total composition C2H7FN2S (ωB97M-V/def2-TZVPD, OMol25).

The value obtained for the HOMO energy is -9.74 eV.

Last column: Löwdin charge in e.
Element x y z (Å)
C1 0.324 1.684 -0.634  -0.13
C2 -2.540 -1.026 0.772  -0.06
N1 2.807 -1.115 -0.795  -0.32
N2 1.404 1.141 -0.930  -0.21
F1 2.949 0.810 1.075  -0.40
S1 1.965 -0.196 0.064  0.91
H1 -2.770 -1.984 0.198  0.04
H2 0.054 2.542 -1.239  0.07
H3 -0.483 1.402 0.033  0.06
H4 -3.563 -0.804 1.244  0.05
H5 -1.618 -1.334 1.297  0.02
H6 -2.192 -0.265 0.182  -0.06
H7 3.663 -0.855 -1.267  0.01



x) # C2H7FN2S

2 unconnected molecules or ions with the total composition C2H7FN2S (ωB97M-V/def2-TZVPD, OMol25).

The value obtained for the HOMO energy is -9.45 eV.

Last column: Löwdin charge in e.
Element x y z (Å)
C1 -0.914 -0.970 1.341  -0.26
N1 -0.835 0.051 0.454  -0.36
S1 0.327 0.386 -0.541  0.83
C2 -0.490 1.913 -1.531  -0.11
N2 1.691 -0.051 -0.414  -0.34
H1 -0.277 -1.906 1.271  0.10
H2 -1.943 -1.444 1.372  0.09
H3 -0.705 -0.547 2.286  0.06
H4 0.211 2.670 -1.895  0.05
H5 -1.121 1.675 -2.388  0.04
H6 -1.050 2.286 -0.638  0.04
F1 2.546 -2.527 0.439  -0.20
H7 2.560 -1.537 0.243  0.05



Which structure wins on stability? w) wins.



w) # C33H35CoN4O6PS3

A molecular structure, C33H35CoN4O6PS3 (ωB97M-V/def2-TZVPD, OMol25).

As for the spin multiplicity: 2. As for the expectation value of S²: 0.9057. The value obtained for the HOMO energy (spin up / spin down) is -7.33 / -7.39 eV.

Last column: Löwdin charge in e.
Element x y z (Å)
Co1 1.125 -0.609 -0.897  0.42
O1 1.611 3.754 -1.065  0.06
C1 0.899 3.937 -2.194  -0.27
C2 0.696 5.241 -2.645  -0.02
C3 -0.031 5.480 -3.793  -0.09
C4 -0.584 4.423 -4.510  -0.09
C5 -0.394 3.131 -4.070  -0.03
C6 0.348 2.865 -2.916  -0.08
C7 0.490 1.487 -2.436  -0.40
O2 1.203 1.230 -1.373  -0.13
N1 -0.161 0.540 -3.046  0.02
N2 0.006 -0.679 -2.435  -0.16
C8 -0.689 -1.662 -2.963  -0.84
S1 -1.682 -1.267 -4.348  0.95
C9 -1.907 -2.996 -4.868  -0.52
C10 -2.018 -3.819 -3.619  -0.48
S2 -0.696 -3.308 -2.402  0.99
H1 1.645 2.784 -0.904  0.07
H2 1.122 6.052 -2.072  0.12
H3 -0.171 6.499 -4.130  0.10
H4 -1.164 4.618 -5.402  0.10
H5 -0.813 2.291 -4.604  0.11
H6 -1.031 -3.269 -5.455  0.08
H7 -2.798 -3.045 -5.491  0.08
H8 -1.857 -4.877 -3.818  0.08
H9 -2.981 -3.683 -3.126  0.07
O3 0.280 -4.569 0.695  -0.35
S3 0.045 -3.172 1.026  0.76
O4 0.103 -2.908 2.478  -0.33
O5 0.909 -2.243 -0.659  -0.55
C11 -1.712 -2.811 0.700  -0.32
C12 -2.655 -3.816 0.662  -0.06
C13 -3.992 -3.475 0.549  -0.06
C14 -4.364 -2.140 0.517  -0.06
C15 -3.413 -1.135 0.587  -0.08
C16 -2.058 -1.461 0.664  -0.31
P1 -0.721 -0.200 0.710  1.16
C17 -1.569 1.253 -0.016  -0.35
C18 -2.383 1.121 -1.142  -0.12
C19 -2.940 2.239 -1.743  -0.07
C20 -2.675 3.502 -1.241  -0.08
C21 -1.835 3.649 -0.147  -0.07
C22 -1.274 2.534 0.452  -0.09
C23 -0.697 0.261 2.486  -0.33
C24 -1.783 0.916 3.063  -0.09
C25 -1.739 1.294 4.394  -0.07
C26 -0.615 1.017 5.159  -0.08
C27 0.452 0.334 4.599  -0.07
C28 0.411 -0.047 3.267  -0.11
H10 -2.322 -4.844 0.705  0.12
H11 -4.745 -4.250 0.487  0.11
H12 -5.409 -1.872 0.440  0.11
H13 -3.727 -0.101 0.574  0.10
H14 -2.583 0.142 -1.556  0.09
H15 -3.572 2.118 -2.613  0.11
H16 -3.106 4.374 -1.714  0.11
H17 -1.608 4.635 0.235  0.11
H18 -0.601 2.655 1.291  0.11
H19 -2.662 1.133 2.470  0.11
H20 -2.583 1.806 4.835  0.10
H21 -0.577 1.329 6.193  0.10
H22 1.317 0.093 5.202  0.10
H23 1.218 -0.618 2.838  0.08
C29 4.778 -0.067 3.138  -0.05
N3 3.710 0.073 2.171  -0.12
C30 3.207 1.423 1.951  -0.02
C31 3.369 -0.864 1.255  -0.46
O6 2.765 -0.464 0.231  -0.03
N4 3.799 -2.148 1.445  -0.12
C32 3.531 -2.848 2.701  -0.04
C33 3.764 -3.049 0.297  -0.04
H24 5.445 0.794 3.067  0.09
H25 5.358 -0.964 2.935  0.09
H26 4.385 -0.109 4.158  0.09
H27 3.524 2.052 2.778  0.09
H28 2.118 1.417 1.908  0.07
H29 3.583 1.834 1.013  0.10
H30 3.553 -2.161 3.542  0.07
H31 4.281 -3.626 2.845  0.10
H32 2.547 -3.314 2.671  0.07
H33 3.980 -2.494 -0.613  0.10
H34 2.796 -3.535 0.189  0.06
H35 4.527 -3.814 0.449  0.09



x) # C33H35CoN4O6PS3

A molecular structure, C33H35CoN4O6PS3 (ωB97M-V/def2-TZVPD, OMol25).

As for the spin multiplicity: 2. As for the expectation value of S²: 0.9144. The value obtained for the HOMO energy (spin up / spin down) is -8.06 / -8.03 eV.

Last column: Löwdin charge in e.
Element x y z (Å)
Co1 0.443 0.053 -0.134  0.61
O1 3.871 1.887 -3.742  0.05
C1 3.298 1.025 -4.597  -0.26
C2 4.019 0.736 -5.759  -0.01
C3 3.520 -0.139 -6.697  -0.08
C4 2.284 -0.750 -6.497  -0.08
C5 1.575 -0.466 -5.352  -0.08
C6 2.039 0.424 -4.371  -0.14
C7 1.223 0.651 -3.150  -0.18
O2 -0.796 0.263 -1.471  -0.39
N1 1.768 1.460 -2.302  -0.03
N2 1.213 1.653 -1.021  -0.13
C8 1.075 2.888 -0.726  -0.84
S1 0.452 3.423 0.821  1.01
C9 0.997 5.136 0.597  -0.50
C10 0.792 5.493 -0.861  -0.51
S2 1.470 4.152 -1.876  0.99
H1 3.258 1.972 -2.973  0.05
H2 4.977 1.221 -5.889  0.12
H3 4.095 -0.353 -7.589  0.10
H4 1.886 -1.445 -7.225  0.10
H5 0.618 -0.952 -5.213  0.10
H6 2.045 5.219 0.880  0.08
H7 0.394 5.759 1.257  0.08
H8 1.323 6.407 -1.126  0.08
H9 -0.265 5.613 -1.092  0.08
O3 -0.691 -3.951 -0.196  -0.29
S3 -1.333 -2.676 -0.017  0.51
O4 -2.372 -2.595 0.987  -0.32
O5 -0.300 -1.634 0.281  -0.39
C11 -2.232 -2.440 -1.593  -0.21
C12 -3.286 -3.357 -1.618  -0.07
C13 -4.062 -3.536 -2.748  -0.07
C14 -3.790 -2.792 -3.884  -0.08
C15 -2.765 -1.863 -3.852  -0.11
C16 -1.972 -1.648 -2.722  -0.25
P1 -0.514 -0.430 -2.836  0.81
C17 0.652 -1.913 -2.806  -0.26
C18 1.807 -1.857 -2.033  -0.10
C19 2.634 -2.959 -1.887  -0.06
C20 2.350 -4.130 -2.573  -0.07
C21 1.230 -4.189 -3.385  -0.06
C22 0.379 -3.099 -3.484  -0.07
C23 -1.405 0.742 -3.996  -0.24
C24 -2.646 1.141 -3.488  -0.09
C25 -3.375 2.148 -4.096  -0.07
C26 -2.885 2.776 -5.235  -0.09
C27 -1.657 2.394 -5.744  -0.08
C28 -0.918 1.392 -5.122  -0.07
H10 -3.487 -3.944 -0.733  0.11
H11 -4.866 -4.260 -2.739  0.10
H12 -4.375 -2.926 -4.786  0.10
H13 -2.576 -1.273 -4.743  0.10
H14 2.105 -0.941 -1.528  0.09
H15 3.502 -2.896 -1.244  0.11
H16 2.997 -4.991 -2.470  0.10
H17 0.997 -5.097 -3.927  0.11
H18 -0.513 -3.189 -4.088  0.11
H19 -3.038 0.668 -2.598  0.11
H20 -4.330 2.440 -3.679  0.10
H21 -3.459 3.558 -5.717  0.10
H22 -1.257 2.875 -6.627  0.10
H23 0.042 1.137 -5.546  0.08
C29 -1.916 1.026 1.889  -0.02
N3 -0.945 1.430 2.902  -0.14
C30 -1.265 2.644 3.638  -0.08
C31 0.335 1.000 2.795  -0.51
O6 0.792 0.496 1.746  -0.05
N4 1.148 1.144 3.869  -0.12
C32 0.662 1.210 5.233  -0.05
C33 2.591 1.101 3.703  -0.02
H24 -2.912 1.147 2.311  0.10
H25 -1.791 -0.020 1.634  0.08
H26 -1.835 1.640 0.985  0.08
H27 -1.880 3.280 2.999  0.09
H28 -0.359 3.194 3.887  0.08
H29 -1.822 2.446 4.556  0.09
H30 -0.389 0.939 5.273  0.09
H31 0.797 2.201 5.673  0.09
H32 1.217 0.489 5.836  0.09
H33 2.835 0.795 2.691  0.09
H34 3.020 0.381 4.402  0.09
H35 3.029 2.082 3.902  0.09



Which structure wins on stability? x) wins.



w) # C4H8FNO2

A single C4H8FNO2 molecule (ωB97M-V/def2-TZVPD, OMol25).

The value obtained for the HOMO energy is -9.82 eV.

Last column: Löwdin charge in e.
Element x y z (Å)
C1 2.058 -1.441 0.150  -0.05
O1 1.566 -0.180 0.597  -0.06
C2 1.229 0.668 -0.378  -0.35
F1 1.892 1.841 -0.272  0.06
N1 -0.389 1.146 -0.237  0.15
C3 -1.262 0.103 -0.224  -0.58
C4 -2.621 0.421 0.363  -0.01
O2 -0.978 -0.980 -0.690  0.05
H1 2.309 -1.995 1.050  0.09
H2 2.954 -1.308 -0.464  0.10
H3 1.287 -1.970 -0.417  0.09
H4 1.305 0.297 -1.403  0.16
H5 -0.500 1.915 0.404  0.11
H6 -3.244 -0.468 0.305  0.08
H7 -3.091 1.232 -0.188  0.08
H8 -2.515 0.718 1.404  0.08



x) # C4H8FNO2

A single C4H8FNO2 molecule (ωB97M-V/def2-TZVPD, OMol25).

The value obtained for the HOMO energy is -10.07 eV.

Last column: Löwdin charge in e.
Element x y z (Å)
C1 -0.210 -0.189 1.435  -0.06
N1 -0.145 0.416 0.108  -0.24
C2 -1.305 1.256 -0.152  -0.07
C3 0.112 -0.543 -0.916  -0.28
F1 -0.765 -1.618 -0.894  0.03
C4 1.566 -1.061 -0.813  -0.49
O1 1.919 -2.145 -1.153  0.15
O2 2.394 -0.125 -0.346  0.12
H1 -1.116 -0.789 1.567  0.10
H2 0.654 -0.833 1.589  0.10
H3 -0.199 0.606 2.178  0.09
H4 -2.240 0.686 -0.159  0.09
H5 -1.360 2.015 0.626  0.09
H6 -1.181 1.749 -1.115  0.09
H7 -0.010 -0.080 -1.907  0.17
H8 1.885 0.655 -0.049  0.11



y) # C4H8FNO2

A molecular structure, C4H8FNO2 (ωB97M-V/def2-TZVPD, OMol25).

The value obtained for the HOMO energy is -8.93 eV.

Last column: Löwdin charge in e.
Element x y z (Å)
C1 0.544 -0.749 1.079  -0.41
C2 -1.856 0.553 -1.915  -0.17
C3 2.310 0.662 1.772  -0.04
C4 -0.845 -0.915 -0.220  -0.23
N1 -0.723 0.127 -1.183  -0.13
O1 0.506 -1.480 2.000  0.12
O2 1.273 0.317 0.808  -0.08
F1 -0.685 -2.202 -0.712  -0.03
H1 -2.451 -0.405 -2.125  0.10
H2 -2.417 1.370 -1.318  0.09
H3 -1.732 1.192 -2.880  0.10
H4 2.617 1.759 1.542  0.11
H5 3.215 -0.059 1.681  0.12
H6 1.818 0.615 2.802  0.11
H7 -1.819 -0.888 0.370  0.16
H8 0.244 0.105 -1.698  0.17



Which structure wins on stability? x) wins.



w) # C2H4O2P

A molecular structure, C2H4O2P (ωB97M-V/def2-TZVPD, OMol25).

The charge is -1. The value obtained for the HOMO energy is -2.61 eV.

Last column: Löwdin charge in e.
Element x y z (Å)
C1 -0.530 -0.136 -0.677  -0.48
C2 -0.110 -0.534 0.786  -0.28
O1 1.796 1.746 0.741  -0.57
O2 0.544 0.572 -1.187  -0.43
P1 1.676 0.419 0.119  0.57
H1 -0.715 -0.949 -1.329  0.05
H2 -1.530 0.361 -0.855  0.09
H3 -0.765 0.116 1.490  0.05
H4 -0.367 -1.595 0.912  0.01



x) # C2H4O2P

A gas-phase ion, C2H4O2P (charge -1) (ωB97M-V/def2-TZVPD, OMol25).

The charge is -1. The value obtained for the HOMO energy is -4.52 eV.

Last column: Löwdin charge in e.
Element x y z (Å)
C1 -1.370 0.258 0.626  -0.17
C2 -0.784 -0.277 -0.427  -0.20
P1 1.438 -0.087 -0.393  0.36
O1 1.873 0.658 -1.642  -0.49
O2 1.760 0.606 0.863  -0.46
H1 -2.378 0.182 0.953  0.00
H2 -0.757 0.873 1.301  0.02
H3 -1.469 -0.786 -1.010  -0.02
H4 1.686 -1.427 -0.270  -0.03



Which structure wins on stability? x) wins.



w) # C2H3ClF2

2 unconnected molecules or ions with the total composition C2H3ClF2 (ωB97M-V/def2-TZVPD, OMol25).

The value obtained for the HOMO energy (spin up / spin down) is -9.20 / -8.90 eV.

Last column: Löwdin charge in e.
Element x y z (Å)
C1 -0.849 -0.289 -0.040  0.04
C2 0.391 0.620 -0.069  -0.33
F1 0.803 1.128 1.047  0.19
F2 0.765 1.295 -1.145  0.18
Cl1 2.577 -1.451 -0.001  -0.36
H1 -0.813 -1.224 0.436  0.08
H2 -1.486 0.342 0.680  0.13
H3 -1.388 -0.421 -0.908  0.06



x) # C2H3ClF2

A single C2H3ClF2 molecule (ωB97M-V/def2-TZVPD, OMol25).

The value obtained for the HOMO energy is -10.77 eV.

Last column: Löwdin charge in e.
Element x y z (Å)
F1 -0.571 -1.417 1.105  0.04
C1 0.153 -0.865 0.079  -0.40
F2 -0.458 -1.156 -1.065  0.03
C2 0.057 0.808 0.057  -0.48
Cl1 -1.635 1.315 -0.207  0.57
H1 1.238 -0.977 0.003  0.15
H2 0.543 1.377 0.813  0.06
H3 0.672 0.916 -0.785  0.04



Which structure wins on stability? x) wins.